Record 1
Below is C5H6O2 in the gas phase, with properties calculated with ωB97M-V/def2-TZVPD.

Charge   0
HOMO-LUMO gap   11.0 eV
SMILES   C#C[C@H]1CO[C@H]1O
Highest occupied orbital energy   -10.0 eV

Last column: natural (NBO) charge in e.
Atoms and positions in Å:
C: 2.58894 -0.73831 0.02171  -0.209
C: 1.45832 -0.45263 -0.27751  -0.019
C: 0.08990 -0.13810 -0.65794  -0.376
C: -1.05091 -0.84696 0.08460  -0.051
O: -1.75991 0.39097 0.30884  -0.558
C: -0.55040 1.17721 -0.14542  0.404
O: -0.15357 1.64015 1.06906  -0.722
H: 3.59202 -0.98107 0.29729  0.239
H: -0.04449 -0.22032 -1.73968  0.241
H: -0.74312 -1.35595 1.00706  0.190
H: -1.66966 -1.50602 -0.51767  0.191
H: -0.78379 1.94973 -0.89211  0.167
H: -0.97334 1.08131 1.44178  0.503



Record 2
Below is C5H13N in the gas phase, with properties calculated with ωB97M-V/def2-TZVPD.

Charge   0
HOMO-LUMO gap   9.3 eV
SMILES   CCCCNC
Highest occupied orbital energy   -8.1 eV

Last column: natural (NBO) charge in e.
Atoms and positions in Å:
C: 1.51310 0.88492 -1.97984  -0.606
C: 0.19040 1.39828 -1.40356  -0.394
C: -0.64295 0.29578 -0.76509  -0.404
C: -0.16922 -0.08138 0.63578  -0.203
N: -1.03789 -1.04236 1.27371  -0.662
C: -0.67348 -1.49738 2.57877  -0.395
H: 1.31730 -0.04647 -2.51986  0.199
H: 2.08462 1.57574 -2.58543  0.212
H: 2.18541 0.59881 -1.16323  0.199
H: -0.34234 1.83368 -2.24938  0.201
H: 0.35068 2.23713 -0.71767  0.199
H: -0.53483 -0.60995 -1.37543  0.192
H: -1.70952 0.53115 -0.77418  0.204
H: 0.12755 0.79423 1.23128  0.173
H: 0.81227 -0.55642 0.47923  0.148
H: -1.66395 -1.43578 0.59776  0.382
H: -0.58792 -0.62967 3.22666  0.188
H: 0.24029 -2.11349 2.54609  0.164
H: -1.45952 -2.13681 2.96440  0.202



Record 3
Below is 2 unconnected molecules or ions with the total composition C33H51BF5N3O7S, with properties calculated with ωB97M-V/def2-TZVPD.

Charge   0
HOMO-LUMO gap   9.0 eV
SMILES   CCOCCO[C@](CNC)(O[C@H](S)B(O)O)[C@@H](CCN(CC)C(C)=O)O[C@](CN)(Cc1ccccc1C)C(F)(F)C(F)(F)F.c1ccccc1
Highest occupied orbital energy   -8.8 eV

Last column: Mulliken charge in e.
Atoms and positions in Å:
C: 2.52393 -1.91908 5.35512  -1.197
C: 1.27073 -2.64339 4.87716  -0.249
O: 1.50087 -3.16898 3.58742  -0.290
C: 0.34292 -3.71584 3.01003  -0.582
C: 0.69198 -4.33029 1.66947  -0.516
O: 1.14154 -3.40100 0.70457  -0.432
C: 0.29185 -2.73412 -0.19994  -0.083
C: -1.17232 -2.64490 0.26818  -1.372
N: -2.05064 -2.09535 -0.76239  -0.011
C: -3.45681 -2.22997 -0.38192  -0.990
O: 0.35943 -3.29138 -1.48261  0.354
C: -0.09514 -4.62091 -1.65532  0.088
S: 1.14743 -5.59225 -2.57140  -0.245
B: -1.46807 -4.66012 -2.46643  0.821
O: -1.51187 -4.26600 -3.77315  -0.629
O: -2.61966 -5.15206 -1.88818  -0.773
C: 0.87263 -1.30388 -0.36426  0.454
C: 1.02266 -0.62998 1.00542  0.383
C: 0.43995 0.77746 1.06551  -2.426
N: -1.01986 0.74280 0.84471  1.212
C: -1.78188 0.55122 2.08763  -0.328
C: -1.88525 1.77474 2.99803  -1.331
C: -1.48282 1.87568 0.11166  0.435
C: -2.64589 1.62286 -0.81200  -1.235
O: -0.94925 2.95099 0.17616  -0.567
O: 2.08135 -1.44374 -1.06980  -0.597
C: 2.73091 -0.34186 -1.71641  2.808
C: 3.75725 0.29055 -0.71736  -2.351
N: 3.40052 1.48242 0.01319  -0.220
C: 1.70492 0.61987 -2.35991  -0.214
C: 1.94252 1.27886 -3.71531  -0.547
C: 1.12025 0.84844 -4.76169  -0.912
C: 1.20664 1.38319 -6.03928  -0.914
C: 2.13258 2.38667 -6.29443  -0.806
C: 2.94366 2.83770 -5.26241  -0.948
C: 2.85946 2.31404 -3.97109  1.289
C: 3.73289 2.91598 -2.90556  -1.021
C: 3.61136 -1.08739 -2.76244  0.527
F: 4.39027 -1.96869 -2.07640  -0.326
F: 4.45853 -0.22307 -3.37525  -0.302
C: 2.89519 -1.91924 -3.89800  0.598
F: 1.56974 -1.98689 -3.72687  -0.074
F: 3.12447 -1.34997 -5.09996  -0.298
F: 3.38299 -3.16422 -3.94085  -0.309
H: 3.14498 -1.66431 4.49821  0.310
H: 3.09329 -2.52174 6.06075  0.335
H: 2.25403 -0.99460 5.86935  0.323
H: 0.99818 -3.45293 5.56859  0.378
H: 0.41081 -1.95671 4.85770  0.236
H: -0.07075 -4.51361 3.64748  0.592
H: -0.43265 -2.94260 2.92548  0.150
H: 1.53013 -5.01240 1.83211  0.527
H: -0.14881 -4.94782 1.34234  0.234
H: -1.56396 -3.63593 0.51999  1.176
H: -1.24450 -2.05810 1.19150  -0.115
H: -1.86843 -1.09755 -0.79953  0.041
H: -3.71376 -1.65893 0.52257  0.302
H: -4.08909 -1.86607 -1.19384  0.384
H: -3.70879 -3.27771 -0.22254  0.278
H: -0.19076 -5.16368 -0.71532  -0.286
H: 0.53835 -5.58220 -3.76159  0.142
H: -2.35150 -3.85345 -3.99383  0.280
H: -2.60155 -5.11122 -0.92990  0.334
H: 0.11201 -0.75945 -0.92969  0.139
H: 2.07450 -0.61711 1.29159  0.812
H: 0.52177 -1.22279 1.77341  -0.727
H: 0.66912 1.21764 2.04430  0.307
H: 0.88894 1.43352 0.32678  0.805
H: -1.34904 -0.29503 2.62650  0.125
H: -2.79806 0.23998 1.81767  0.235
H: -2.26323 1.43049 3.96526  0.461
H: -0.93424 2.27283 3.17590  0.305
H: -2.63160 2.47060 2.61542  0.308
H: -3.18017 0.70319 -0.58179  0.236
H: -2.22254 1.52946 -1.81756  0.225
H: -3.31066 2.48444 -0.81898  0.454
H: 4.71266 0.44070 -1.22154  0.634
H: 3.94425 -0.49656 0.01514  0.381
H: 3.06970 1.34260 0.94964  0.403
H: 2.92145 2.21136 -0.47957  0.104
H: 1.41060 1.38338 -1.63518  0.422
H: 0.81539 0.01155 -2.51737  0.381
H: 0.39985 0.06283 -4.56568  0.456
H: 0.55454 1.01876 -6.82258  0.423
H: 2.20746 2.81669 -7.28573  0.398
H: 3.64986 3.63603 -5.45879  0.374
H: 4.41135 2.19219 -2.45954  0.179
H: 4.34600 3.70784 -3.33899  0.488
H: 3.12749 3.39335 -2.13253  0.174
C: -5.48480 6.63788 4.69594  -0.395
C: -5.54334 6.84701 3.32508  -0.339
C: -4.53033 6.36823 2.50566  -0.474
C: -3.45724 5.68172 3.05690  -0.317
C: -3.39721 5.47666 4.42892  -0.406
C: -4.41105 5.95327 5.24813  -0.367
H: -6.27614 7.00890 5.33437  0.357
H: -6.37858 7.38457 2.89507  0.357
H: -4.57598 6.53117 1.43658  0.366
H: -2.66762 5.30730 2.41686  0.489
H: -2.55828 4.94478 4.85971  0.373
H: -4.36399 5.79266 6.31753  0.358



Record 4
Below is a molecular structure, C28H77B2Mn2O15, with properties calculated with ωB97M-V/def2-TZVPD.

2S+1   11
Charge   -1
HOMO-LUMO gap (alpha / beta)   6.2 / 6.0 eV
Highest occupied orbital energy (alpha / beta)   -4.0 / -4.1 eV
Expectation value of S²   30.009

Last column: Mulliken charge in e.
Atoms and positions in Å:
Mn: 3.51294 -2.01289 2.76850  1.706
Mn: 1.82933 -3.81762 0.67134  0.604
C: -0.11481 -0.62449 0.32902  0.693
C: 1.19065 -0.53902 1.11081  0.448
O: 1.75187 -1.76600 1.44610  -0.337
H: -0.82618 -1.30305 0.79926  -0.045
H: 0.10819 -0.93278 -0.69606  0.101
H: -0.58968 0.35767 0.23277  -0.984
H: 1.02731 0.02347 2.04089  -0.245
H: 1.91433 0.04934 0.52032  -0.062
O: 3.31426 -4.15526 2.03049  -0.980
C: 4.17556 -4.96720 2.80235  -0.768
C: 5.19417 -4.21137 3.70737  -0.512
O: 4.87808 -2.93168 4.14351  -0.708
H: 4.67497 -5.70197 2.15264  0.341
H: 3.50971 -5.60279 3.40678  0.315
H: 6.16839 -4.16184 3.17470  0.169
H: 5.46004 -4.89184 4.53653  0.332
B: 2.22873 -1.63981 4.85909  0.960
H: 1.36105 -0.95452 4.49188  -0.512
H: 2.28600 -2.58082 4.20708  -0.335
H: 3.24854 -1.09131 4.78265  -0.292
H: 2.07367 -1.85156 5.98803  -0.232
B: 1.81399 -3.39680 -1.45704  1.152
H: 2.27672 -2.43274 -1.01494  -0.688
H: 0.79428 -3.56649 -0.97716  -0.278
H: 1.67213 -3.42239 -2.59876  -0.286
H: 2.45447 -4.25568 -1.06645  -0.082
C: -0.17253 8.42866 -0.38097  -0.773
O: 0.01589 7.15955 0.23617  -0.305
C: -1.11921 6.34091 0.04283  -0.600
C: -0.94844 5.09828 0.90898  -0.673
O: 0.11686 4.33178 0.39343  -0.428
C: 0.27226 3.11449 1.09185  -0.233
H: -0.46665 8.25576 -1.42205  0.307
H: 0.74889 9.00017 -0.37037  0.237
H: -0.99964 8.92444 0.13348  0.311
H: -1.04546 5.97567 -0.99065  0.290
H: -2.02979 6.87814 0.32191  0.428
H: -1.83817 4.46394 0.95926  0.356
H: -0.73000 5.47072 1.91784  0.469
H: 1.14810 2.58183 0.72440  0.101
H: -0.55637 2.40336 1.02399  -0.037
H: 0.39899 3.31675 2.15992  0.405
C: 4.85488 -1.56146 -0.07041  -0.965
O: 5.06984 -1.66904 1.33153  -0.111
C: 5.95087 -0.67173 1.80847  -0.822
C: 5.13951 0.54853 2.26756  -0.652
O: 3.93958 0.18504 2.93284  0.047
C: 3.26557 1.34702 3.35899  -0.842
H: 4.36724 -2.45325 -0.45712  0.132
H: 5.80779 -1.54103 -0.60756  0.375
H: 4.24066 -0.68755 -0.29622  0.287
H: 6.71616 -0.33944 1.10311  0.509
H: 6.50491 -1.06902 2.66160  0.346
H: 4.94671 1.17277 1.38408  0.381
H: 5.77022 1.16478 2.91781  0.367
H: 2.91728 1.94379 2.51291  0.294
H: 3.87351 1.92361 4.06461  0.460
H: 2.42704 1.01873 3.97409  -0.056
C: -5.33009 0.54928 0.27744  -0.362
O: -4.57570 0.09716 1.38721  -0.438
C: -3.45270 0.93153 1.60732  0.816
C: -2.68385 0.46695 2.82756  -0.972
O: -1.54714 1.22683 3.02467  -0.088
C: -0.73911 0.88612 4.15472  -0.809
H: -4.69995 0.93510 -0.52822  -0.026
H: -5.96883 1.37652 0.60490  0.416
H: -5.94128 -0.27321 -0.08530  0.244
H: -3.82681 1.95331 1.73958  0.298
H: -2.80133 0.87550 0.72552  -0.359
H: -2.64644 -0.62795 2.94092  0.247
H: -3.35609 0.60096 3.70380  0.444
H: 0.22200 1.37916 4.03690  -0.061
H: -0.47028 -0.17258 4.14638  0.385
H: -1.33144 1.18545 5.02283  0.402
C: 0.73362 1.92030 -2.81356  -0.375
O: 2.07669 1.47492 -2.88648  -0.459
C: 2.17886 0.06223 -2.83841  0.556
C: 3.19513 -0.40825 -3.83901  -0.935
O: 2.79395 -0.09115 -5.15263  -0.331
C: 3.81837 -0.09336 -6.08039  -0.825
H: 0.15519 1.69214 -1.91195  0.032
H: 0.20024 1.57679 -3.70602  0.439
H: 0.84080 3.00802 -2.82566  0.199
H: 1.23768 -0.48402 -2.97838  0.356
H: 2.42265 -0.25368 -1.81801  -0.521
H: 3.50412 -1.45631 -3.74678  0.444
H: 4.16101 0.06286 -3.59446  0.411
H: 4.35020 -1.05652 -6.12030  0.304
H: 4.58007 0.68480 -5.93833  0.326
H: 3.48402 0.03604 -7.11232  0.270
C: -3.56485 -3.17288 0.59334  -0.257
O: -3.86648 -3.82711 -0.61420  -0.176
C: -5.05109 -4.61038 -0.57299  -0.460
C: -5.45225 -5.08777 -1.94676  -0.631
O: -5.96320 -4.05685 -2.76534  -0.447
C: -4.99283 -3.09753 -3.19643  -0.384
H: -2.61478 -2.64845 0.49919  -0.295
H: -3.45553 -3.81280 1.47425  0.440
H: -4.33481 -2.40601 0.73970  0.203
H: -5.82277 -3.99561 -0.09325  0.336
H: -4.81261 -5.46488 0.07475  0.366
H: -6.25254 -5.82415 -1.89087  0.364
H: -4.56849 -5.60032 -2.34974  0.337
H: -5.30407 -2.69749 -4.15774  0.305
H: -3.99613 -3.53642 -3.26635  0.280
H: -4.92219 -2.30699 -2.45224  -0.019
C: -2.47825 3.50985 -2.05256  0.351
O: -3.48119 2.59177 -1.66976  -0.319
C: -4.24833 2.10778 -2.75624  -0.854
C: -3.52355 1.07654 -3.63243  -0.085
O: -3.65027 -0.22630 -3.11823  -0.428
C: -3.00240 -0.37864 -1.88028  0.590
H: -2.02800 3.94994 -1.16588  -0.710
H: -2.81967 4.28986 -2.74163  0.461
H: -1.70861 2.93633 -2.57939  0.078
H: -4.58677 2.98765 -3.32053  0.551
H: -5.19156 1.62713 -2.48274  0.295
H: -2.49164 1.39807 -3.80551  -0.004
H: -4.02517 1.08240 -4.60285  0.444
H: -3.64031 -0.30137 -0.99436  -0.636
H: -2.06733 0.16682 -1.72971  -0.237
H: -2.64109 -1.41187 -1.79478  0.434



Number 1: electronic energy -344.46313 Eh. Number 2: electronic energy -253.02872 Eh. Number 3: electronic energy -2901.41990 Eh. Number 4: electronic energy -4593.00518 Eh.